Molecular formula: C54H63ClF12IN2O41S3
Method: DFT, the ωB97M-V functional and the def2-TZVPD basis

The geometry in XYZ format:
```
177
Properties=species:S:1:pos:R:3:mulliken_charge:R:1
C 2.43 -1.80 0.05 -0.52
C 2.53 -0.41 -0.25 -0.18
C 2.39 1.25 -0.12 0.76
C 1.24 1.91 -1.14 0.12
C 0.35 0.96 -2.14 0.79
C 0.96 0.81 -3.66 -0.38
C 2.53 1.27 -3.82 -0.05
S 3.24 0.33 -5.32 -0.23
C 0.97 3.57 -1.13 -0.11
C -0.19 4.26 -2.08 -0.25
C -1.50 4.60 -1.11 -0.20
C -2.37 3.24 -0.71 -0.30
C -3.30 2.67 -1.93 -0.24
S -3.59 0.80 -1.88 1.16
O -3.08 0.26 -3.27 -0.58
O -5.11 0.44 -1.73 -0.54
Cl -2.59 -0.18 -0.33 -0.23
C 1.95 4.42 -0.10 0.66
C 1.75 6.08 -0.03 -0.90
N 0.84 6.37 1.15 -0.33
C 3.07 3.63 0.85 -0.16
I 4.30 4.94 2.14 0.26
N 3.24 2.09 0.84 0.66
C 4.22 1.34 1.72 -0.99
C 5.52 0.71 0.93 0.23
C 5.88 -0.80 1.51 -0.81
S 6.04 -2.11 0.19 1.12
O 5.57 -1.69 -1.23 -0.54
O 7.54 -2.58 0.04 -0.64
O 5.15 -3.56 0.56 -0.46
H 2.16 -2.95 0.22 0.14
H -0.73 1.47 -2.20 -1.22
H 0.16 -0.13 -1.73 0.30
H 0.32 1.52 -4.36 -0.18
H 0.89 -0.30 -4.09 0.47
H 3.20 0.96 -2.89 0.03
H 2.64 2.41 -4.10 0.28
H 4.54 -0.08 -4.88 0.15
H 0.21 5.23 -2.63 0.47
H -0.62 3.53 -2.91 -0.26
H -2.17 5.46 -1.53 0.29
H -1.04 4.97 -0.08 -0.14
H -1.55 2.46 -0.33 0.01
H -3.05 3.53 0.20 0.36
H -2.89 3.01 -2.99 0.30
H -4.37 3.20 -1.83 0.14
H 2.80 6.64 0.05 0.38
H 1.21 6.44 -1.03 0.19
H 1.21 7.12 1.77 0.30
H -0.06 6.75 0.74 0.15
H 3.63 0.41 2.18 0.37
H 4.63 1.94 2.64 -0.04
H 5.37 0.73 -0.25 0.38
H 6.50 1.36 1.11 0.12
H 6.92 -0.77 2.09 0.39
H 5.09 -1.20 2.29 0.37
H 4.85 -3.53 1.53 0.36
C 6.89 9.98 2.68 -0.43
C 7.24 9.00 1.62 0.39
O 7.50 7.81 2.33 -0.17
C 6.72 7.89 3.44 0.55
O 6.46 6.94 4.17 -0.55
O 6.26 9.16 3.65 -0.29
F 8.38 9.37 0.98 -0.28
H 7.77 10.45 3.13 0.28
H 6.21 10.76 2.33 0.28
H 6.45 8.82 0.89 0.21
C -0.85 -5.94 -1.20 -0.20
C 0.39 -5.15 -0.94 0.42
O 0.44 -5.07 0.46 -0.17
C -0.18 -6.20 0.91 0.42
O -0.10 -6.62 2.05 -0.59
O -0.90 -6.80 -0.08 -0.20
F 0.28 -3.90 -1.44 -0.21
H -1.75 -5.32 -1.22 0.11
H -0.79 -6.51 -2.13 0.22
H 1.31 -5.62 -1.32 0.22
C -5.23 -5.26 -0.80 -0.43
C -6.03 -6.49 -0.55 0.70
O -5.72 -7.31 -1.66 -0.33
C -4.46 -6.95 -2.02 0.44
O -3.75 -7.62 -2.76 -0.50
O -4.09 -5.76 -1.47 -0.23
F -7.36 -6.22 -0.58 -0.30
H -5.75 -4.55 -1.46 0.26
H -4.96 -4.75 0.12 0.27
H -5.77 -7.01 0.38 0.10
C -4.85 -6.40 4.50 -0.41
C -5.57 -5.49 3.56 0.28
O -5.95 -6.34 2.51 -0.18
C -6.10 -7.57 3.08 0.61
O -6.69 -8.50 2.55 -0.52
O -5.53 -7.62 4.32 -0.31
F -4.73 -4.55 3.07 -0.28
H -3.79 -6.52 4.24 0.27
H -4.91 -6.06 5.54 0.29
H -6.45 -5.01 3.99 0.25
C -1.28 1.88 -7.09 -0.40
C -1.18 2.21 -8.53 0.29
O -0.04 3.04 -8.61 -0.32
C 0.76 2.63 -7.58 0.52
O 1.94 2.91 -7.48 -0.51
O 0.08 1.86 -6.68 -0.12
F -2.25 2.92 -8.94 -0.29
H -1.81 2.64 -6.51 0.22
H -1.75 0.91 -6.91 0.30
H -1.04 1.34 -9.19 0.29
C 1.71 -8.79 3.82 -0.23
C 2.95 -8.00 4.08 0.32
O 3.00 -7.91 5.49 -0.29
C 2.38 -9.04 5.93 0.59
O 2.46 -9.46 7.07 -0.53
O 1.66 -9.65 4.94 -0.31
F 2.84 -6.75 3.58 -0.27
H 0.81 -8.16 3.80 0.20
H 1.77 -9.36 2.89 0.28
H 3.87 -8.47 3.71 0.25
C 10.15 3.21 1.05 -0.38
C 9.26 2.56 0.04 0.28
O 8.45 3.63 -0.41 -0.26
C 9.22 4.74 -0.27 0.61
O 8.98 5.81 -0.80 -0.54
O 10.31 4.51 0.53 -0.30
F 8.46 1.64 0.63 -0.30
H 9.70 3.26 2.04 0.28
H 11.12 2.70 1.13 0.30
H 9.78 2.12 -0.81 0.26
C -6.69 0.09 1.94 -0.39
C -5.45 0.88 2.20 0.59
O -5.40 0.96 3.61 -0.31
C -6.02 -0.17 4.05 0.58
O -5.94 -0.59 5.19 -0.53
O -6.74 -0.77 3.06 -0.31
F -5.56 2.13 1.70 -0.25
H -7.59 0.71 1.92 0.29
H -6.63 -0.48 1.01 0.24
H -4.53 0.41 1.83 0.11
C -3.74 5.76 3.32 -0.38
C -4.82 6.48 2.60 0.34
O -4.12 7.42 1.82 -0.32
C -2.91 6.85 1.57 0.64
O -2.14 7.23 0.70 -0.57
O -2.67 5.79 2.40 -0.26
F -5.62 7.15 3.46 -0.29
H -3.43 6.27 4.24 0.29
H -4.02 4.73 3.57 0.24
H -5.43 5.84 1.95 0.25
C -6.68 3.42 -4.09 -0.32
C -7.19 3.22 -2.70 0.35
O -8.40 3.95 -2.69 -0.32
C -8.85 3.91 -3.97 0.53
O -9.99 4.19 -4.30 -0.51
O -7.87 3.51 -4.84 -0.33
F -6.35 3.77 -1.80 -0.31
H -6.11 4.34 -4.20 0.28
H -6.07 2.58 -4.43 0.27
H -7.39 2.18 -2.44 0.28
C -3.25 -9.93 -5.00 -0.26
C -1.78 -9.77 -4.79 0.45
O -1.23 -10.79 -5.60 -0.31
C -2.12 -10.96 -6.61 0.55
O -1.87 -11.56 -7.65 -0.52
O -3.33 -10.39 -6.33 -0.32
F -1.45 -10.01 -3.51 -0.30
H -3.70 -10.67 -4.33 0.28
H -3.79 -8.98 -4.88 0.16
H -1.39 -8.80 -5.10 0.28
C 3.69 2.85 6.72 -0.40
C 2.89 1.61 6.97 0.31
O 3.20 0.79 5.86 -0.27
C 4.46 1.15 5.50 0.62
O 5.17 0.49 4.76 -0.56
O 4.83 2.34 6.05 -0.25
F 1.57 1.88 6.94 -0.29
H 3.17 3.56 6.06 0.25
H 3.97 3.36 7.64 0.28
H 3.15 1.09 7.90 0.30
```

Computed properties:
Strongest force on any atom (eV/A): 9.79
Charge: +1

***

Molecular formula: C54H67N4P4PbSe2Si4Te
Method: DFT, the ωB97M-V functional and the def2-TZVPD basis

The geometry in XYZ format:
```
137
Properties=species:S:1:pos:R:3:mulliken_charge:R:1
Pb 0.14 -1.11 1.62 2.15
C 1.08 -1.95 5.95 -1.47
P 0.94 -0.95 4.41 0.81
C -0.41 0.20 4.93 -1.26
C 2.42 0.12 4.53 0.05
C 2.65 0.97 5.61 -0.80
C 3.79 1.76 5.64 -0.83
C 4.71 1.70 4.60 -0.61
C 4.47 0.87 3.52 -0.64
C 3.34 0.06 3.48 0.10
P 2.94 -1.10 2.13 1.05
C 4.15 -0.67 0.82 -1.44
C 3.72 -2.64 2.76 -1.19
H 1.20 -1.31 6.83 0.44
H 1.92 -2.63 5.88 0.33
H 0.16 -2.53 6.05 0.44
H -0.32 0.51 5.97 0.44
H -1.35 -0.34 4.81 0.50
H -0.43 1.07 4.28 0.10
H 1.95 1.01 6.43 0.36
H 3.97 2.41 6.48 0.47
H 5.60 2.30 4.65 0.48
H 5.18 0.85 2.70 0.41
H 5.17 -0.89 1.12 0.44
H 4.06 0.38 0.55 0.29
H 3.91 -1.26 -0.06 0.37
H 4.76 -2.45 3.02 0.42
H 3.66 -3.39 1.98 0.35
H 3.18 -2.99 3.64 0.25
Se -3.21 -2.39 -4.52 -0.24
P -1.40 -1.33 -4.47 1.20
C -0.16 -2.21 -5.48 0.50
C 0.33 -1.72 -6.67 -0.50
C 1.17 -2.50 -7.44 -0.73
C 1.50 -3.78 -7.02 -0.53
C 0.98 -4.29 -5.85 -0.74
C 0.14 -3.51 -5.08 -0.46
C -1.41 0.38 -5.09 0.20
C -2.60 1.01 -5.44 -0.72
C -2.57 2.31 -5.92 -0.70
C -1.36 2.97 -6.06 -0.56
C -0.18 2.34 -5.71 -1.00
C -0.19 1.05 -5.22 -0.32
C -0.65 -1.10 -2.85 0.81
C -1.07 -1.26 -1.52 -0.69
N -0.04 -0.81 -0.76 0.54
N 0.92 -0.40 -1.57 -1.00
N 0.59 -0.57 -2.80 -0.32
P -2.56 -1.78 -0.69 0.12
Se -2.78 -0.92 1.26 -0.42
C -3.96 -1.11 -1.62 0.02
C -3.85 0.18 -2.12 -0.32
C -4.93 0.78 -2.74 -0.18
C -6.13 0.08 -2.85 -0.81
C -6.25 -1.19 -2.33 -0.74
C -5.17 -1.79 -1.71 -0.60
C -2.58 -3.60 -0.65 0.64
C -3.53 -4.26 0.13 -0.47
C -3.56 -5.64 0.13 -1.12
C -2.65 -6.36 -0.62 -0.63
C -1.67 -5.70 -1.36 -0.57
C -1.64 -4.32 -1.37 -0.04
H 0.06 -0.72 -7.01 0.42
H 1.56 -2.12 -8.37 0.42
H 2.16 -4.40 -7.63 0.38
H 1.21 -5.30 -5.54 0.42
H -0.30 -3.90 -4.17 0.32
H -3.53 0.46 -5.35 0.53
H -3.49 2.80 -6.20 0.47
H -1.34 3.98 -6.45 0.46
H 0.77 2.85 -5.83 0.49
H 0.72 0.55 -4.92 0.55
H -2.90 0.70 -2.05 0.59
H -4.84 1.78 -3.15 0.53
H -6.97 0.54 -3.35 0.43
H -7.18 -1.73 -2.42 0.44
H -5.25 -2.80 -1.32 0.40
H -4.22 -3.69 0.73 0.55
H -4.30 -6.16 0.73 0.43
H -2.68 -7.45 -0.63 0.49
H -0.94 -6.27 -1.91 0.51
H -0.88 -3.80 -1.94 0.30
C -0.13 6.78 3.80 -1.17
Si -0.24 4.88 3.69 0.63
C 0.70 4.17 5.19 -0.73
C -2.04 4.26 3.57 -1.08
Si 0.88 4.13 1.69 -0.27
Te -0.14 2.43 0.20 -0.03
Si -1.62 4.17 -0.96 0.18
C -1.07 4.11 -2.77 -0.52
C -3.46 3.79 -0.77 -0.72
C -1.29 5.89 -0.20 -0.89
Si 2.99 4.95 0.91 0.60
C 3.41 4.02 -0.70 -0.98
C 2.82 6.84 0.62 -1.14
C 4.31 4.66 2.25 -0.67
H -0.65 7.15 4.68 0.38
H -0.56 7.28 2.94 0.36
H 0.90 7.11 3.88 0.32
H 0.17 4.39 6.12 0.47
H 1.69 4.60 5.27 0.35
H 0.81 3.09 5.14 -0.12
H -2.54 4.27 4.54 0.47
H -2.09 3.24 3.20 0.27
H -2.63 4.87 2.90 0.32
H -1.15 3.10 -3.16 -0.36
H -0.03 4.41 -2.90 0.37
H -1.69 4.75 -3.39 0.51
H -3.69 2.74 -0.94 0.04
H -4.02 4.37 -1.50 0.35
H -3.84 4.04 0.22 0.39
H -0.24 6.19 -0.27 0.10
H -1.59 5.93 0.85 0.02
H -1.87 6.65 -0.72 0.52
H 2.78 4.34 -1.52 0.28
H 3.27 2.95 -0.58 0.21
H 4.44 4.18 -1.01 0.39
H 2.14 7.08 -0.19 0.36
H 3.78 7.27 0.37 0.40
H 2.46 7.34 1.51 0.32
H 4.35 3.63 2.58 -0.13
H 4.13 5.28 3.13 0.35
H 5.30 4.92 1.88 0.44
N 1.39 -11.20 1.46 -0.49
C 1.22 -10.07 1.43 -0.03
C 1.01 -8.67 1.38 0.55
C 2.02 -7.83 0.90 -0.91
C 1.82 -6.47 0.86 -0.35
C 0.62 -5.92 1.31 0.62
C -0.40 -6.76 1.75 -0.18
C -0.21 -8.13 1.79 -0.93
C 0.45 -4.51 1.36 0.63
C 0.32 -3.31 1.45 -1.33
H 2.96 -8.26 0.57 0.47
H 2.59 -5.82 0.48 0.51
H -1.34 -6.33 2.07 0.57
H -0.99 -8.79 2.14 0.49
```

Computed properties:
Strongest force on any atom (eV/A): 1.44
Charge: +1

***

What did we get for HOMO level? Answer: -10.6933 -9.1399 eV, in the order shown.